Below is 2 unconnected molecules or ions with the total composition C3ClF6NO at a distorted geometry, with properties calculated with ωB97M-V with the def2-TZVPD basis set.

The total energy is -1303.49824 Eh. Its HOMO-LUMO gap (alpha / beta) is 9.9 / 6.5 eV. The value obtained for the molar mass is 215.48 g mol⁻¹. Its energy relative to the best compared isomer or geometry (same formula, charge and spin) is 327.5 kJ/mol. Its spin multiplicity is 1. The LUMO energy (alpha / beta) is -0.06 / -1.61 eV.

XYZ file:
```
12
Properties=species:S:1:pos:R:3:forces:R:3
C 1.0045 -0.3985 -0.3956 -0.43 3.07 0.54
C 2.3664 0.2475 -0.0192 -2.12 0.07 2.49
C -3.3618 -0.1132 0.1745 -1.07 -2.44 0.66
N -0.1776 0.0788 -0.2698 1.03 -1.12 -0.42
O -0.4938 1.2044 0.2153 1.17 0.54 0.34
F 1.1816 -1.5214 -1.0065 -0.01 -1.95 -0.75
F 2.7635 -0.3319 1.1530 0.08 0.03 -0.30
F 2.2138 1.5569 0.2645 0.19 -0.45 -0.59
F 3.3092 0.0541 -0.8781 0.77 0.02 -1.22
F -3.4576 -0.8986 1.2528 0.27 0.93 -0.58
F -3.5183 -0.8114 -0.9163 -0.04 -0.17 -0.43
Cl -2.7719 1.3405 0.1527 0.15 1.46 0.26
```
Forces are in eV/Å.

Below is a molecular structure, C26H36BN2O2PtSiTe, with properties calculated with ωB97M-V with the def2-TZVPD basis set.

The total energy is -1974.19101 Eh. Its HOMO-LUMO gap is 6.2 eV. The value obtained for the molar mass is 770.16 g mol⁻¹. As for the charge: -1. Its energy relative to the best compared isomer or geometry (same formula, charge and spin) is 3.8 kJ/mol. Its spin multiplicity is 1. The LUMO energy is 2.59 eV.

XYZ file:
```
70
Properties=species:S:1:pos:R:3:forces:R:3
Pt 0.2988 0.4652 -0.3056 0.14 -0.41 -0.18
C 0.2957 -0.4209 3.2555 -0.17 -0.02 -0.03
N 1.0524 0.7106 2.7716 -0.06 -0.12 0.01
C 0.6266 1.9265 3.4187 -0.06 0.13 0.04
C 2.4659 0.4822 2.9163 0.23 0.05 0.05
C 3.0591 -0.4802 1.8978 -0.01 -0.09 -0.09
N 2.9955 0.0007 0.5191 -0.27 -0.05 0.29
C 3.7795 1.2166 0.3876 0.12 0.00 -0.11
C 3.4847 -1.0057 -0.4048 0.05 -0.08 -0.04
H 0.4570 -0.5857 4.3397 -0.02 0.00 -0.04
H 0.5705 -1.3241 2.7188 0.02 -0.07 -0.01
H -0.7669 -0.2551 3.0767 -0.01 0.00 0.01
H 0.7882 1.9015 4.5144 0.02 0.01 -0.02
H -0.4357 2.0846 3.2338 -0.01 0.00 -0.03
H 1.1633 2.7788 3.0006 0.01 0.01 0.01
H 2.7118 0.0950 3.9272 -0.01 0.02 -0.05
H 2.9763 1.4423 2.8234 0.00 -0.02 0.09
H 2.5711 -1.4570 1.9422 -0.05 0.04 0.01
H 4.1146 -0.6290 2.1943 0.02 -0.10 -0.06
H 4.8061 1.0614 0.7652 -0.01 0.00 0.02
H 3.3169 2.0337 0.9370 0.00 0.04 -0.05
H 3.8238 1.5101 -0.6575 0.02 0.00 0.02
H 4.5565 -1.2233 -0.2500 0.01 0.01 0.00
H 3.3413 -0.6473 -1.4255 0.01 -0.01 -0.01
H 2.9221 -1.9297 -0.2709 0.07 0.05 0.00
C -1.8288 -2.0711 -1.8474 0.06 0.14 0.10
Si -1.2305 -1.3568 -0.1831 0.13 0.41 0.31
C -2.8732 -1.0993 0.7510 0.16 0.00 0.04
C -0.4353 -2.8916 0.6413 0.05 0.04 -0.09
C 0.7509 -3.4033 0.1039 0.01 -0.04 -0.02
C 1.4319 -4.4599 0.6910 -0.02 -0.01 0.00
C 0.9349 -5.0461 1.8496 0.01 0.01 -0.02
C -0.2491 -4.5692 2.3938 0.02 -0.06 0.04
C -0.9208 -3.5120 1.7926 -0.06 0.05 0.04
H -2.5225 -2.8889 -1.6317 0.00 -0.05 -0.01
H -1.0200 -2.4566 -2.4691 0.07 0.01 0.00
H -2.3611 -1.3212 -2.4355 -0.01 0.04 0.04
H -3.5614 -1.9420 0.6394 0.02 -0.05 -0.03
H -3.3566 -0.2081 0.3513 -0.09 0.01 -0.03
H -2.7193 -0.9305 1.8194 0.02 0.03 0.04
H 1.1556 -2.9562 -0.8004 -0.05 -0.01 0.00
H 2.3515 -4.8242 0.2463 0.00 -0.01 0.01
H 1.4630 -5.8676 2.3181 0.00 0.00 0.01
H -0.6526 -5.0216 3.2931 0.01 0.00 0.00
H -1.8420 -3.1554 2.2417 0.01 0.01 0.00
O -1.1167 2.8509 0.5344 -0.07 -0.28 -0.11
B -1.1830 1.6903 -0.3210 -0.30 0.20 0.30
O -2.4568 1.7170 -0.9635 0.34 -0.17 -0.13
C -3.0964 2.8304 -0.5270 -0.16 0.24 0.08
C -4.3502 3.2902 -0.8612 0.07 -0.09 -0.02
C -4.7803 4.4715 -0.2525 -0.06 0.02 -0.02
C -3.9758 5.1496 0.6509 0.02 0.02 0.03
C -2.7047 4.6759 0.9861 0.00 -0.05 -0.03
C -2.2877 3.5108 0.3809 -0.10 0.06 -0.01
H -4.9701 2.7516 -1.5656 0.00 0.00 -0.01
H -5.7605 4.8637 -0.4932 0.00 0.00 0.00
H -4.3367 6.0638 1.1052 0.00 0.00 0.00
H -2.0673 5.1952 1.6888 0.01 0.01 0.00
Te 1.4451 2.2358 -1.9932 -0.07 0.10 0.04
C 0.8533 0.9872 -3.5899 0.18 0.16 -0.32
C 1.7498 0.6531 -4.6074 -0.07 0.00 0.12
C 1.3413 -0.1130 -5.6898 -0.02 -0.06 -0.05
C 0.0302 -0.5644 -5.7757 0.04 -0.01 -0.02
C -0.8658 -0.2393 -4.7663 0.03 0.06 0.04
C -0.4560 0.5333 -3.6886 -0.23 0.00 0.03
H 2.7764 0.9935 -4.5463 0.02 0.02 0.00
H 2.0544 -0.3613 -6.4679 -0.01 -0.01 -0.01
H -0.2884 -1.1647 -6.6193 0.00 -0.01 0.00
H -1.8915 -0.5863 -4.8100 0.01 -0.01 -0.03
H -1.1522 0.7955 -2.8991 -0.01 -0.11 -0.17
```
Forces are in eV/Å.